Entry 1:
A cluster of 7 separate species, C24H67N6O7 in total. Source: OMol25; level of theory: the ωB97M-V functional and the def2-TZVPD basis.

## Properties
LUMO level = 2.7 eV
net charge = -1
spin multiplicity = 1
largest force on an atom = 15.0 eV/Å
frontier orbital gap = 8.121 eV

Structure (XYZ):
```
104
C24H67N6O7 | OMol25 | the ωB97M-V functional and the def2-TZVPD basis
O 0.37861 -0.23087 0.48787
H 0.92931 -0.26354 1.24321
C -1.80780 -4.55291 2.53295
C -1.38948 -3.15176 2.80881
C -0.46996 -2.97435 3.98123
O -1.35098 -3.35943 5.07067
C -0.52338 -3.53292 6.32268
N -0.39333 -2.85843 1.70172
H -2.48907 -4.66815 3.25323
H -1.04964 -5.44377 2.85644
H -2.23908 -4.89725 1.62228
H -2.41659 -2.69499 2.58884
H -0.17987 -1.95089 4.33766
H 0.20374 -3.81918 3.92243
H -0.18444 -2.66687 6.63266
H -0.08710 -4.42802 6.25244
H -0.87670 -3.70918 7.20007
H -0.02302 -1.85643 1.48544
H -0.55329 -3.36844 0.78440
C 3.40879 -3.54872 -1.90312
C 2.08337 -2.82103 -1.47790
C 0.89227 -3.76326 -1.61728
O 0.68203 -3.84638 -3.05958
C -0.42537 -4.76161 -3.25655
N 2.15083 -2.13969 -0.23292
H 3.56778 -4.46047 -1.31346
H 4.04615 -2.68222 -1.87631
H 3.34512 -3.75189 -2.89306
H 1.81565 -2.02912 -2.17756
H -0.05002 -3.06555 -1.31215
H 1.06563 -4.59519 -1.17772
H 0.11288 -5.83725 -2.89543
H -0.53461 -4.51533 -4.37962
H -1.23413 -4.65224 -2.65563
H 2.83580 -1.59518 -0.24915
H 1.45817 -1.58418 -0.16203
C -4.66440 -0.26945 0.38608
C -3.15898 0.23017 0.44646
C -2.80062 0.56946 1.76969
O -3.66095 1.64475 2.31971
C -3.30527 1.96590 3.65237
N -2.40367 -1.03179 0.00506
H -4.97426 -0.85641 1.23869
H -4.92076 -0.76669 -0.67743
H -5.37917 0.48296 0.30012
H -3.00888 1.03719 -0.28104
H -1.78074 1.15118 1.72581
H -2.66892 -0.23167 2.61537
H -2.39765 2.38355 3.82124
H -3.39646 1.03254 4.32993
H -3.78363 2.93872 3.99112
H -2.37435 -1.69548 0.82193
H -1.44744 -0.62200 0.13352
C 4.31264 0.57257 1.24191
C 3.45681 1.50608 0.51283
C 4.40977 2.62729 -0.02296
O 4.90681 3.50909 0.99341
C 4.97555 4.89960 0.54893
N 2.92027 0.69536 -0.59573
H 3.60680 -0.17033 1.60793
H 5.05991 0.89203 2.00277
H 5.22087 0.05840 0.73775
H 2.67512 1.82769 1.13240
H 3.84238 3.00032 -0.89773
H 5.06015 2.16933 -0.43670
H 5.52718 4.91439 -0.51648
H 5.75890 5.47224 1.08348
H 4.04866 5.31526 0.42399
H 2.28356 1.18344 -1.09316
H 2.18136 0.07567 -0.26692
C -1.88688 0.91672 -3.18137
C -0.98633 -0.23784 -3.04740
C -0.62952 -0.97133 -4.30258
O -1.93386 -1.45318 -4.90699
C -1.85821 -1.88129 -6.29825
N 0.26605 0.20119 -2.34819
H -2.20916 1.39325 -2.31067
H -2.69817 0.61336 -3.64810
H -1.64188 1.69593 -3.75322
H -1.54359 -1.04842 -2.41861
H 0.21621 -1.67344 -4.31110
H -0.06350 -0.29025 -5.00055
H -1.57075 -2.69331 -6.47031
H -1.34073 -1.10810 -7.07100
H -2.88303 -1.86537 -6.56513
H 1.05565 -0.58637 -2.46457
H 0.10658 0.16242 -1.32500
C 1.03179 4.25511 1.53786
C -0.10628 3.91250 0.62685
C -0.46930 5.06566 -0.40288
O -0.95205 6.14985 0.43781
C -1.46627 7.21182 -0.42142
N 0.18452 2.72166 -0.17790
H 0.72041 5.06013 2.23175
H 2.03460 4.42297 1.11290
H 1.18270 3.34019 2.16946
H -1.10586 3.61563 1.24398
H -1.16952 4.65253 -1.12958
H 0.24348 5.44871 -0.79609
H -2.00695 8.01539 0.09379
H -2.25210 6.75685 -1.08346
H -0.79551 7.68299 -1.13041
H 0.13773 1.62445 0.37364
H -0.42913 2.45492 -0.76322
```

These are the Löwdin partial charges, in e, on atoms 1 to 5: -0.4194 -0.0546 -0.1007 -0.4283 -0.1735

***

Entry 2:
A cluster of 6 separate species, C45H100ClN5 in total. Source: OMol25; level of theory: the ωB97M-V functional and the def2-TZVPD basis.

## Properties
LUMO level (spin up / spin down) = -5.2 / -5.5 eV
net charge = +3
spin multiplicity = 2
largest force on an atom = 4.0 eV/Å
frontier orbital gap (spin up / spin down) = 2.679 / 8.969 eV

Structure (XYZ):
```
151
C45H100ClN5 | OMol25 | the ωB97M-V functional and the def2-TZVPD basis
C 1.18586 -0.37475 0.74002
C 1.56396 -1.88918 1.03065
C 1.34389 -2.26030 2.52494
N 1.95912 -3.63847 2.90251
C 1.65698 -3.89609 4.43382
C 2.43796 -5.11508 4.93217
C 3.87296 -4.90363 4.76107
C 4.27908 -4.70950 3.35946
C 3.50184 -3.60673 2.59472
C 1.27135 -4.77548 2.07333
H 0.11127 -0.25747 0.59996
H 1.56457 0.01436 -0.20511
H 1.67547 0.24389 1.49213
H 2.51445 -2.09578 0.53875
H 0.85095 -2.43338 0.41133
H 0.27676 -2.25417 2.74697
H 1.86577 -1.51829 3.12922
H 1.85981 -3.01919 5.04866
H 0.56852 -3.89075 4.49161
H 2.17381 -5.15118 5.98906
H 2.14776 -6.06860 4.49092
H 4.24852 -4.04920 5.32408
H 4.41856 -5.73875 5.20036
H 5.30349 -4.34614 3.44102
H 4.25030 -5.64094 2.79406
H 3.93349 -2.61862 2.75414
H 3.63657 -3.58296 1.51333
H 1.77498 -5.72311 2.26431
H 1.00945 -4.67159 1.02038
H 0.25828 -4.82250 2.47280
C 1.05697 4.00955 1.01951
C 2.19070 3.78360 2.01647
C 3.51268 3.90949 1.45187
N 4.65021 3.23821 2.28609
C 4.52658 1.68098 2.17737
C 5.65591 0.90211 2.82105
C 6.99116 1.27373 2.14529
C 7.21572 2.77262 2.19580
C 6.02854 3.65804 1.64070
C 4.61392 3.81787 3.73776
H 1.05562 3.17099 0.32315
H 1.11489 4.86485 0.34630
H 0.10896 4.18895 1.52665
H 2.04059 3.00982 2.76935
H 2.18733 4.64744 2.68121
H 3.75592 4.96755 1.35471
H 3.44912 3.39457 0.49328
H 4.59874 1.52089 1.10160
H 3.54259 1.43808 2.57845
H 5.35945 -0.13762 2.68264
H 5.66267 1.16107 3.87982
H 7.03262 0.97590 1.09758
H 7.78257 0.73829 2.66977
H 8.12864 3.11133 1.70595
H 7.27425 3.04818 3.24877
H 5.97230 3.30835 0.60985
H 6.03659 4.74740 1.67705
H 5.50521 3.34164 4.14631
H 3.76991 3.23150 4.10097
H 4.48130 4.89925 3.77138
C -1.57430 -3.61712 -5.36179
C -0.49512 -3.08803 -4.42568
C -0.22920 -1.55802 -4.62475
N 1.16013 -0.98650 -4.23769
C 2.26739 -1.75237 -4.97913
C 3.60123 -1.03164 -4.73121
C 3.62810 0.40302 -5.20781
C 2.54314 1.15268 -4.54562
C 1.16273 0.48412 -4.69952
C 1.37039 -1.11090 -2.71606
H -1.83999 -4.64934 -5.13372
H -1.14178 -3.59740 -6.36211
H -2.38008 -2.88965 -5.45986
H 0.47130 -3.57975 -4.53683
H -0.91906 -3.18816 -3.42650
H -0.97214 -0.94770 -4.11128
H -0.29364 -1.31501 -5.68537
H 2.03982 -1.98539 -6.01934
H 2.29924 -2.72136 -4.48101
H 4.45984 -1.52301 -5.18887
H 3.91625 -0.86604 -3.70095
H 3.55566 0.43145 -6.29503
H 4.57926 0.86908 -4.95053
H 2.43022 2.17879 -4.89555
H 2.78692 1.18550 -3.48374
H 0.90416 0.44906 -5.75782
H 0.34375 0.87739 -4.09727
H 1.05762 -2.10749 -2.40447
H 0.70264 -0.34175 -2.32799
H 2.37679 -0.96969 -2.32195
C -2.88153 -3.31263 -1.09511
C -3.91241 -2.29811 -1.32770
C -3.57796 -1.11123 -2.32862
N -4.57772 0.01083 -2.43462
C -5.92122 -0.74994 -2.80607
C -6.01357 -1.10093 -4.33372
C -5.61992 0.06078 -5.23976
C -4.22838 0.48180 -4.92513
C -4.08112 1.02320 -3.52085
C -4.76589 0.81753 -1.15550
H -1.93902 -2.78057 -0.96594
H -2.75355 -4.05814 -1.87993
H -3.10286 -3.95771 -0.24483
H -4.21281 -1.88495 -0.36481
H -4.71117 -2.89974 -1.76145
H -3.46415 -1.57198 -3.30989
H -2.66724 -0.59558 -2.02400
H -6.16308 -1.49302 -2.04618
H -6.59686 0.10153 -2.72489
H -5.57216 -2.04925 -4.64022
H -7.04113 -1.24985 -4.66544
H -5.80436 -0.26959 -6.26199
H -6.31646 0.88556 -5.08921
H -3.53345 -0.35098 -5.03302
H -3.91337 1.11733 -5.75276
H -3.03721 1.21992 -3.27664
H -4.76956 1.86476 -3.44392
H -5.72295 1.33319 -1.23443
H -3.87610 1.42202 -0.97949
H -4.88914 0.08189 -0.36069
C -5.42248 4.60614 -0.08472
C -5.13801 3.48482 0.95337
C -3.66404 3.46023 1.46530
N -3.46160 2.41333 2.61535
C -3.35913 1.01402 1.98342
C -2.92211 -0.02883 3.02271
C -1.58669 0.26395 3.74693
C -1.58391 1.73626 4.26745
C -2.05276 2.75068 3.18562
C -4.49637 2.59339 3.73284
H -6.49732 4.72546 -0.22099
H -5.03622 4.37821 -1.07819
H -5.04001 5.55785 0.28417
H -5.38410 2.49555 0.56751
H -5.84012 3.71882 1.75361
H -3.52929 4.40696 1.98843
H -2.92883 3.29052 0.67869
H -2.60438 0.96240 1.19870
H -4.33389 0.80300 1.54364
H -2.67569 -0.98754 2.56636
H -3.69299 -0.31507 3.73818
H -0.69464 0.11286 3.13906
H -1.43850 -0.33247 4.64718
H -0.63409 2.09211 4.66656
H -2.36283 2.04346 4.96531
H -1.40733 2.74828 2.30727
H -1.98300 3.73180 3.65535
H -5.50048 2.39525 3.35785
H -4.38460 3.57145 4.20080
H -4.29756 1.81972 4.47447
Cl -1.00940 1.71544 -1.05330
```

These are the Löwdin partial charges, in e, on atoms 1 to 5: -0.1384 -0.2454 -0.1484 -0.1915 -0.0827

***

Entry 3:
A structure of composition C28H32BrF6N4O6ReS2. Source: OMol25; level of theory: the ωB97M-V functional and the def2-TZVPD basis.

## Properties
LUMO level (spin up / spin down) = -5.1 / -5.8 eV
net charge = +1
spin multiplicity = 4
largest force on an atom = 2.7 eV/Å
frontier orbital gap (spin up / spin down) = 5.575 / 4.840 eV

Structure (XYZ):
```
80
C28H32BrF6N4O6ReS2 | OMol25 | the ωB97M-V functional and the def2-TZVPD basis
Re 0.82707 1.80430 0.21339
C 1.74115 -1.67150 4.72909
C 1.16909 -1.87126 3.47987
C 1.28107 -0.90988 2.49176
C 1.94502 0.29133 2.75869
C 2.55268 0.46657 4.01250
C 2.45258 -0.50606 4.98313
N 2.02726 1.31846 1.81669
N 3.04777 2.07902 1.98449
C 3.10774 3.19590 1.23785
C 4.18563 4.08162 1.33088
C 4.13794 5.24640 0.59430
C 3.00961 5.51793 -0.17423
C 1.98983 4.58603 -0.23020
N 2.04302 3.43383 0.42675
H 1.64893 -2.41973 5.49971
H 0.63826 -2.78891 3.28136
H 0.89646 -1.09501 1.50460
H 3.07941 1.38854 4.20045
H 2.92500 -0.35534 5.94070
H 5.02107 3.81990 1.95766
H 4.96346 5.94031 0.61898
H 2.91996 6.43636 -0.73050
H 1.10303 4.77355 -0.81670
C -3.20314 -5.26066 0.79168
C -3.91517 -3.94589 1.13997
C -5.19818 -3.81250 0.30390
C -4.29113 -3.98256 2.62149
C -3.01912 -2.77862 0.80561
C -2.74981 -1.75920 1.71017
C -1.88855 -0.74011 1.38181
Br -1.50888 0.55815 2.71249
C -1.22673 -0.65795 0.12443
O -0.33985 0.23259 -0.13231
C -1.58212 -1.67191 -0.83793
C -2.43712 -2.68074 -0.46318
C -1.06449 -1.54257 -2.25942
C -1.49342 -2.71065 -3.15492
C -1.66504 -0.25126 -2.83415
C 0.46608 -1.50061 -2.27730
H -3.82149 -6.09937 1.09847
H -2.25210 -5.32714 1.31405
H -3.02186 -5.35616 -0.27371
H -5.86462 -4.64082 0.52595
H -4.97817 -3.82371 -0.76022
H -5.70696 -2.88137 0.54192
H -4.87451 -4.87577 2.82202
H -4.89642 -3.12533 2.89975
H -3.40520 -4.01515 3.25035
H -3.19679 -1.75086 2.68997
H -2.67673 -3.44182 -1.18549
H -2.57347 -2.74778 -3.26329
H -1.12140 -3.65651 -2.76980
H -1.06490 -2.55856 -4.14213
H -2.74551 -0.24793 -2.69080
H -1.45859 -0.18177 -3.89930
H -1.24377 0.62265 -2.33860
H 0.87026 -2.39519 -1.80719
H 0.84828 -0.63233 -1.74382
H 0.82855 -1.44932 -3.30159
F 3.12654 0.10757 -3.87245
C 4.00284 0.64690 -3.03090
F 4.57103 -0.33166 -2.33900
F 4.92298 1.28705 -3.73028
S 3.16260 1.81654 -1.84045
O 2.26705 0.92886 -1.09228
O 4.20952 2.39370 -1.07567
N 2.41895 2.84460 -2.73661
S 0.87736 3.12874 -2.84079
O 0.10714 2.40609 -1.84473
O 0.58485 4.50933 -2.97161
C 0.42135 2.32975 -4.47741
F -0.86962 2.46102 -4.74824
F 1.12954 2.87767 -5.45229
F 0.70997 1.03037 -4.42928
C -0.57279 4.02653 1.77058
O -0.52736 2.75640 1.22202
H -1.48023 4.10795 2.37582
H -0.60274 4.79672 0.99001
H 0.30005 4.20224 2.41345
```

These are the Löwdin partial charges, in e, on atoms 1 to 5: 1.6640 -0.0405 -0.0566 -0.0644 -0.2594